{
  "formula": "C51H47N8O14",
  "method": "the ωB97M-V functional and the def2-TZVPD basis",
  "elements": ["C", "C", "C", "C", "N", "C", "C", "C", "C", "C", "H", "H", "H", "H", "H", "H", "H", "H", "H", "H", "H", "H", "C", "C", "C", "C", "C", "C", "N", "O", "O", "H", "H", "H", "H", "H", "C", "C", "C", "C", "C", "C", "N", "O", "O", "H", "H", "H", "H", "H", "C", "C", "C", "C", "C", "C", "N", "O", "O", "H", "H", "H", "H", "H", "C", "C", "C", "C", "C", "C", "N", "O", "O", "H", "H", "H", "H", "H", "C", "C", "C", "C", "C", "C", "N", "O", "O", "H", "H", "H", "H", "H", "C", "C", "C", "C", "C", "C", "N", "O", "O", "H", "H", "H", "H", "H", "C", "C", "C", "C", "C", "C", "N", "O", "O", "H", "H", "H", "H", "H"],
  "positions_angstrom": [[7.495554, -7.775617, 1.799755], [7.319288, -6.476722, 1.426704], [6.314285, -5.945848, 0.424965], [5.010173, -6.681605, 0.430035], [5.022680, -7.952679, -0.025835], [3.935915, -8.736410, -0.103356], [2.721999, -8.245981, 0.283498], [2.648126, -6.943967, 0.776146], [3.795676, -6.152798, 0.846815], [3.642546, -4.743468, 1.366158], [8.462118, -8.241007, 1.615374], [6.783559, -8.368828, 2.370791], [7.986401, -5.722648, 1.846213], [6.133805, -4.891466, 0.625716], [6.774064, -5.991527, -0.566366], [5.899961, -8.349961, -0.339861], [4.047989, -9.735182, -0.498674], [1.826210, -8.846405, 0.215682], [1.698349, -6.537178, 1.090470], [3.805834, -4.685037, 2.441845], [2.634757, -4.399712, 1.136172], [4.321576, -4.065251, 0.853009], [-0.082964, -2.847940, -3.900766], [0.663699, -3.922809, -3.430473], [0.491411, -4.374489, -2.133356], [-0.438906, -3.736876, -1.329501], [-1.191050, -2.667161, -1.779465], [-1.005515, -2.220385, -3.075843], [-0.643357, -4.202645, 0.041706], [0.039674, -5.127901, 0.459409], [-1.481353, -3.644085, 0.717112], [0.056697, -2.497632, -4.914524], [1.381672, -4.408093, -4.077312], [1.069697, -5.206439, -1.759499], [-1.906952, -2.183555, -1.130996], [-1.582061, -1.387326, -3.443166], [-4.383030, -4.488119, 2.508838], [-4.324589, -4.809840, 1.159377], [-5.469108, -5.214805, 0.491227], [-6.658195, -5.286733, 1.191917], [-6.737054, -4.976903, 2.536435], [-5.586286, -4.575007, 3.196744], [-7.881695, -5.697054, 0.478658], [-7.775762, -5.982141, -0.696928], [-8.917039, -5.723068, 1.109061], [-3.487014, -4.166558, 3.024618], [-3.386518, -4.741001, 0.630495], [-5.435035, -5.467134, -0.558064], [-7.677940, -5.044945, 3.061630], [-5.630570, -4.326269, 4.248103], [0.308919, 2.688479, 1.699620], [-0.855892, 3.118730, 1.075828], [-1.216414, 2.595787, -0.152123], [-0.396346, 1.646767, -0.739788], [0.766684, 1.205745, -0.136707], [1.116719, 1.735320, 1.096537], [-0.783250, 1.090603, -2.039828], [-1.793469, 1.519418, -2.560540], [-0.076488, 0.228037, -2.532201], [0.587569, 3.101556, 2.659209], [-1.482123, 3.862543, 1.548282], [-2.120011, 2.923621, -0.644328], [1.391422, 0.467348, -0.617091], [2.023681, 1.406568, 1.585549], [0.167907, 7.527191, -3.781164], [1.030982, 6.549160, -3.303303], [0.955682, 6.141289, -1.982668], [0.005884, 6.723196, -1.160760], [-0.857906, 7.703028, -1.615080], [-0.770349, 8.105625, -2.937719], [-0.096761, 6.271969, 0.232506], [0.676689, 5.412285, 0.612608], [-0.965961, 6.757680, 0.930710], [0.225832, 7.837928, -4.815575], [1.761223, 6.100937, -3.962689], [1.621529, 5.380763, -1.602867], [-1.588551, 8.149364, -0.956829], [-1.438971, 8.868738, -3.310343], [1.610691, 10.131486, 4.742244], [1.758503, 11.375871, 4.143363], [1.071990, 11.671276, 2.976773], [0.242608, 10.708230, 2.433006], [0.085322, 9.460721, 3.008711], [0.779158, 9.175295, 4.173777], [-0.506505, 11.021796, 1.204579], [-0.337691, 12.111405, 0.699107], [-1.250880, 10.164450, 0.772669], [2.145017, 9.906711, 5.655939], [2.407348, 12.118522, 4.586656], [1.180157, 12.635537, 2.503225], [-0.564881, 8.723588, 2.559969], [0.667627, 8.205882, 4.639606], [0.445937, -4.933598, 4.494604], [0.243750, -3.795528, 3.723425], [0.857857, -2.602773, 4.071897], [1.672041, -2.573663, 5.188344], [1.880627, -3.692015, 5.973928], [1.258878, -4.880316, 5.620551], [2.348264, -1.311807, 5.543447], [2.133136, -0.344423, 4.841390], [3.083463, -1.321224, 6.507275], [-0.032973, -5.864163, 4.217041], [-0.391580, -3.838530, 2.849694], [0.706211, -1.712640, 3.478814], [2.516565, -3.641009, 6.845183], [1.411546, -5.764945, 6.223682], [-4.089826, 1.441767, -7.611403], [-4.211528, 2.642112, -8.299892], [-3.626125, 3.793929, -7.798854], [-2.922581, 3.717822, -6.611304], [-2.795012, 2.535485, -5.907638], [-3.385836, 1.389932, -6.415137], [-2.276048, 4.932634, -6.082239], [-2.416212, 5.963717, -6.707053], [-1.636149, 4.829160, -5.054610], [-4.545477, 0.544451, -8.009053], [-4.761434, 2.681208, -9.229931], [-3.715402, 4.731401, -8.326942], [-2.245626, 2.502342, -4.978008], [-3.294884, 0.456442, -5.876773]],
  "atomic_forces_ev_per_a": [[0.089, 0.313, 0.003], [0.060, -0.499, 0.113], [-1.032, 0.436, 1.342], [0.009, 0.016, -0.222], [-0.110, -0.140, -0.123], [-0.219, -0.197, -0.151], [-0.395, 0.349, 0.313], [0.534, -0.416, -0.207], [-0.488, 0.383, 0.400], [0.083, -0.054, -0.496], [0.576, 0.553, 1.754], [-0.784, -0.562, -1.575], [1.105, -0.185, -1.479], [-0.083, -0.023, -0.138], [0.144, -0.138, 0.087], [0.113, 0.141, 0.112], [0.240, 0.030, 0.004], [0.113, -0.120, -0.047], [-0.048, 0.074, -0.015], [0.024, 0.009, 0.009], [-0.047, -0.016, 0.205], [0.039, 0.072, 0.170], [-0.004, -0.057, 0.045], [-0.034, 0.098, 0.007], [0.136, -0.098, -0.046], [0.029, 0.020, -0.110], [-0.156, 0.131, 0.005], [-0.084, -0.324, -0.165], [0.037, 0.051, 0.163], [0.123, -0.054, -0.143], [0.089, 0.089, -0.001], [0.005, 0.006, 0.000], [0.000, -0.010, 0.002], [-0.068, -0.015, 0.074], [0.013, -0.067, 0.062], [-0.031, -0.004, -0.010], [-0.005, -0.004, 0.005], [-0.123, -0.057, 0.077], [0.137, -0.001, -0.112], [0.088, 0.050, 0.051], [-0.054, 0.036, 0.173], [0.077, -0.002, -0.072], [-0.027, -0.030, -0.017], [0.011, -0.003, -0.015], [-0.010, -0.004, 0.019], [0.005, 0.003, -0.008], [-0.080, -0.020, -0.005], [-0.115, -0.015, -0.002], [-0.052, -0.023, -0.093], [-0.018, -0.001, 0.004], [-0.059, -0.101, 0.027], [0.014, -0.212, 0.091], [-0.167, 0.125, 0.024], [0.015, 0.025, 0.121], [0.156, -0.085, 0.044], [-0.075, 0.045, 0.014], [0.069, 0.129, 0.014], [-0.072, -0.096, -0.112], [0.167, 0.294, 0.070], [0.018, 0.031, -0.014], [0.019, 0.034, -0.016], [0.025, -0.054, -0.082], [-0.062, 0.002, -0.087], [0.004, -0.004, -0.001], [0.013, 0.010, 0.021], [-0.064, 0.079, 0.005], [0.129, -0.118, -0.081], [-0.005, 0.026, -0.108], [-0.198, 0.140, 0.032], [0.100, -0.073, -0.055], [-0.036, -0.049, -0.030], [0.178, 0.227, -0.009], [-0.012, 0.005, 0.030], [-0.019, -0.017, -0.007], [0.002, -0.012, 0.003], [-0.047, 0.005, 0.094], [0.066, -0.045, 0.104], [-0.010, 0.006, 0.016], [-0.009, -0.001, -0.019], [-0.021, -0.095, 0.025], [0.089, 0.157, 0.032], [0.056, -0.027, 0.121], [-0.071, -0.177, 0.028], [0.063, 0.092, 0.023], [0.025, -0.023, 0.002], [0.006, 0.014, -0.010], [-0.052, -0.018, -0.091], [0.006, -0.001, -0.001], [0.001, 0.011, -0.010], [-0.076, -0.025, -0.071], [-0.017, 0.061, -0.077], [-0.011, -0.010, -0.013], [0.064, 0.020, 0.012], [0.014, -0.090, 0.020], [-0.075, 0.040, -0.187], [-0.042, -0.101, -0.031], [0.070, -0.127, 0.121], [-0.029, 0.011, -0.111], [0.013, 0.040, 0.015], [0.003, 0.005, -0.027], [0.007, -0.010, 0.014], [-0.033, 0.010, 0.015], [-0.028, 0.013, 0.017], [0.046, 0.060, 0.075], [0.013, 0.107, -0.013], [-0.006, 0.012, 0.028], [0.011, 0.015, 0.011], [0.024, -0.075, 0.068], [-0.074, 0.061, -0.160], [-0.033, -0.085, -0.041], [0.099, -0.139, 0.205], [-0.059, 0.045, -0.131], [-0.003, -0.006, 0.020], [0.003, 0.026, -0.010], [0.010, -0.001, 0.008], [-0.012, 0.003, 0.001], [-0.004, 0.016, -0.001], [0.061, 0.047, 0.070], [0.012, 0.088, -0.003], [0.001, 0.010, 0.024]],
  "lowdin_charge": [0.004, -0.123, -0.108, -0.152, 0.146, -0.020, 0.001, 0.044, -0.155, -0.001, 0.068, 0.072, 0.113, 0.107, 0.142, 0.176, 0.145, 0.129, 0.105, 0.105, 0.077, 0.082, -0.043, -0.059, -0.012, -0.146, 0.013, -0.069, -0.319, 0.031, 0.060, 0.117, 0.109, 0.107, 0.128, 0.103, -0.067, -0.067, 0.000, -0.146, 0.000, -0.061, -0.354, 0.077, 0.085, 0.101, 0.076, 0.118, 0.121, 0.109, -0.065, -0.074, 0.007, -0.150, -0.008, -0.059, -0.327, 0.077, 0.046, 0.117, 0.112, 0.123, 0.114, 0.107, -0.066, -0.067, -0.006, -0.145, 0.002, -0.050, -0.330, 0.055, 0.068, 0.111, 0.109, 0.116, 0.110, 0.114, -0.072, -0.066, -0.003, -0.144, 0.000, -0.062, -0.347, 0.084, 0.068, 0.106, 0.108, 0.120, 0.102, 0.108, -0.071, -0.067, 0.001, -0.148, -0.003, -0.066, -0.354, 0.074, 0.088, 0.108, 0.074, 0.119, 0.121, 0.109, -0.071, -0.063, -0.001, -0.143, -0.002, -0.064, -0.349, 0.079, 0.073, 0.107, 0.109, 0.120, 0.100, 0.103],
  "energy_ev": -94208.118,
  "e_lumo_ev": -4.070,
  "homo_lumo_gap_ev": 6.8200,
  "charge": 1,
  "homo_energy_ev": -10.890
}

{
  "formula": "C5H19NO6",
  "method": "the ωB97M-V functional and the def2-TZVPD basis",
  "elements": ["C", "N", "C", "O", "C", "C", "C", "H", "H", "H", "H", "H", "H", "H", "H", "H", "H", "H", "O", "H", "H", "O", "H", "H", "O", "H", "H", "O", "H", "H", "O"],
  "positions_angstrom": [[0.230923, -0.585495, 0.244362], [0.462002, -0.265397, 1.632957], [-0.460825, 0.428022, 2.435252], [-1.451823, 0.905255, 1.961074], [1.572368, -0.992785, 2.200285], [2.019332, -1.980752, 1.139988], [0.931759, -1.918324, 0.046961], [0.652344, 0.231849, -0.350613], [-0.787159, -0.636045, 0.062500], [-0.220396, 0.534966, 3.493322], [1.272453, -1.454432, 3.150952], [2.346090, -0.278678, 2.460449], [2.106881, -3.005066, 1.515538], [2.982140, -1.707757, 0.727998], [1.362820, -2.023293, -0.935434], [0.209501, -2.696563, 0.155734], [0.083872, 2.584770, -0.992749], [0.938539, 3.556470, -1.841673], [0.960876, 2.679985, -1.439801], [-1.899581, 1.650786, -1.098596], [-1.458906, 1.905156, 0.363687], [-1.518731, 2.339559, -0.499499], [-2.641509, -0.703954, -0.305916], [-2.626289, -0.123292, 1.132451], [-2.903101, -0.898033, 0.588788], [-0.866964, 0.217247, -2.370530], [-2.320873, -0.051371, -2.712244], [-1.737090, 0.069447, -1.953752], [1.377174, 0.117871, -3.080705], [0.786910, 1.444016, -2.597571], [0.597262, 0.655838, -3.133216]],
  "atomic_forces_ev_per_a": [[1.927, -0.132, 0.567], [-0.064, -0.598, -0.010], [0.011, 0.574, 0.279], [0.157, 0.230, 0.159], [0.048, -0.337, 0.384], [-0.173, -0.594, -0.493], [0.649, 0.344, 0.132], [0.095, 0.271, -0.154], [-2.075, 0.172, -0.352], [0.291, -0.276, 0.108], [-0.150, 0.107, -0.094], [0.288, 0.402, 0.177], [0.034, 0.328, 0.136], [0.188, 0.141, 0.022], [0.050, 0.099, -0.324], [-0.516, -0.586, 0.184], [0.000, 0.296, -0.229], [0.107, -0.022, 0.058], [-0.071, -0.051, 0.180], [0.297, 0.393, 0.365], [-0.356, 0.294, -0.301], [-0.061, -0.419, -0.009], [-0.046, 0.297, -0.814], [-0.825, -0.895, -0.929], [0.292, 0.287, 1.371], [0.516, -0.017, -0.308], [-0.162, -0.069, 0.080], [-0.627, -0.185, -0.117], [0.604, -0.409, -0.201], [0.290, 0.661, 0.173], [-0.718, -0.307, -0.040]],
  "lowdin_charge": [-0.083, 0.095, -0.126, 0.125, -0.083, -0.109, -0.092, 0.159, 0.068, 0.175, 0.163, 0.162, 0.133, 0.123, 0.124, 0.124, 0.003, 0.078, -0.073, 0.046, 0.013, -0.048, -0.009, 0.018, -0.035, 0.007, 0.094, -0.067, 0.054, -0.004, -0.037],
  "energy_ev": -19260.394,
  "s2": 0.764,
  "e_lumo_ev": [-4.181, -8.687],
  "homo_lumo_gap_ev": [10.3989, 5.7890],
  "charge": 1,
  "homo_energy_ev": [-14.580, -14.476],
  "spin_multiplicity": 2
}

{
  "formula": "CH4N2O2",
  "method": "the ωB97M-V functional and the def2-TZVPD basis",
  "elements": ["C", "N", "N", "O", "O", "H", "H", "H", "H"],
  "positions_angstrom": [[-0.127340, -0.418553, -0.009783], [1.807978, 0.782233, 0.010765], [1.260387, -0.377112, -0.026911], [2.971703, 1.175908, 0.001798], [2.112946, -1.793368, 0.019236], [-0.647383, 0.512588, -0.052083], [-0.398208, -0.739688, 0.898332], [-0.654234, -1.128059, -0.814942], [1.065696, 1.511863, 0.189377]],
  "atomic_forces_ev_per_a": [[-2.501, -1.427, -3.635], [-0.706, 0.763, 0.536], [5.260, -3.183, -0.562], [-0.767, -1.255, -0.055], [-2.701, 4.693, -0.241], [0.168, 1.217, -0.593], [-1.128, -1.924, 3.418], [1.758, 1.502, 1.626], [0.616, -0.386, -0.494]],
  "lowdin_charge": [-0.070, -0.127, -0.146, 0.044, -0.192, 0.080, 0.050, 0.163, 0.197],
  "energy_ev": -8169.753,
  "e_lumo_ev": -0.409,
  "homo_lumo_gap_ev": 8.9296,
  "homo_energy_ev": -9.338
}